(1)
{"formula": "C5H8N2", "method": "the ωB97M-V functional and the def2-TZVPD basis", "symbols": ["H", "C", "H", "N", "C", "H", "H", "C", "H", "H", "C", "H", "C", "H", "N"], "positions_angstrom": [[3.148, -0.743, -0.660], [-0.893, -0.020, 0.136], [-2.658, 1.021, -0.069], [0.977, 1.023, -0.436], [-2.378, -0.086, 0.047], [-2.753, -0.437, -0.915], [-2.793, -0.756, 0.821], [1.339, -0.202, 0.100], [-1.182, 1.864, -0.661], [0.172, -1.871, 0.922], [-0.403, 1.148, -0.344], [1.657, 1.762, -0.508], [0.201, -0.880, 0.476], [2.854, -1.306, 0.859], [2.713, -0.519, 0.232]], "atomic_forces_ev_per_a": [[-0.13, 0.06, 0.15], [-0.05, 0.25, -0.23], [-0.56, -1.70, 1.27], [0.15, 0.04, 0.32], [-0.37, 0.29, -0.17], [0.32, -0.64, -0.10], [-0.43, 1.03, -0.09], [-0.24, 0.14, -0.04], [1.80, 0.41, -0.26], [-0.01, 0.25, -0.23], [-0.06, -0.31, -0.10], [-0.16, 0.01, -0.07], [-0.06, -0.03, -0.26], [-0.10, 0.23, -0.13], [-0.10, -0.03, -0.04]], "mulliken_charge": [0.245, 0.960, 0.272, -0.105, -1.077, 0.244, 0.316, 0.270, 0.239, 0.322, -0.783, 0.269, -0.845, 0.251, -0.578], "lumo_ev": 1.02, "de_lowest_kj_mol": 94.55, "smiles": "Cc1c[nH]c(N)c1", "multiplicity": 1, "total_charge": 0, "gap_ev": 8.6}

(2)
{"formula": "C5H6O3", "method": "the ωB97M-V functional and the def2-TZVPD basis", "symbols": ["O", "H", "H", "O", "C", "C", "C", "C", "H", "H", "C", "H", "O", "H"], "positions_angstrom": [[1.732, -1.647, 0.177], [1.406, -2.067, 0.990], [-1.056, 2.031, -0.539], [-2.440, -0.255, 0.597], [0.152, 0.666, 0.603], [-0.029, 1.936, -0.185], [-0.606, -1.548, -0.454], [-1.441, -0.679, 0.129], [1.096, -0.336, -1.192], [-0.845, -2.530, -0.845], [0.721, -0.965, -0.389], [0.197, 2.809, 0.429], [0.505, 0.622, 1.749], [0.607, 1.963, -1.071]], "atomic_forces_ev_per_a": [[0.04, 0.08, 0.62], [0.06, -0.04, -0.19], [-0.06, -0.08, 0.00], [1.58, 0.23, -0.36], [2.60, -0.74, -0.33], [-0.42, 0.37, 0.00], [-0.14, 0.23, 0.38], [-2.08, -1.96, -0.26], [0.08, -0.39, -0.29], [-0.32, 0.15, -0.10], [-0.84, 2.43, 0.50], [0.02, -0.11, 0.10], [-0.58, 0.08, -0.12], [0.07, -0.25, 0.07]], "mulliken_charge": [-0.497, 0.391, 0.337, -0.409, 0.633, -1.177, -0.931, 0.770, 0.409, 0.381, -0.037, 0.343, -0.517, 0.305], "lumo_ev": -0.62, "de_lowest_kj_mol": 309.24, "multiplicity": 1, "total_charge": 0, "gap_ev": 7.9}

(3)
{"formula": "C14H16N2O4S", "method": "the ωB97M-V functional and the def2-TZVPD basis", "symbols": ["C", "H", "H", "C", "C", "N", "H", "O", "C", "H", "H", "C", "O", "O", "C", "H", "C", "H", "C", "H", "H", "N", "C", "H", "S", "C", "H", "O", "H", "H", "C", "C", "C", "C", "H", "H", "H"], "positions_angstrom": [[-2.196, -2.954, -1.486], [2.376, -0.862, 4.332], [-5.413, -0.097, -0.823], [2.634, -0.581, 3.298], [-3.576, -2.402, -1.272], [2.414, 0.383, 0.482], [1.601, 0.351, -3.235], [2.791, 1.898, 3.102], [0.936, -0.341, -2.647], [-5.118, 0.601, -2.642], [-5.816, -1.330, -2.307], [-3.753, -1.169, -1.837], [1.204, -1.316, -0.172], [-0.369, -0.012, -2.664], [2.646, 3.545, 1.658], [-2.129, -4.087, -1.112], [1.590, -0.419, -1.269], [-0.098, -2.696, -1.879], [1.965, -0.988, 0.870], [3.694, -0.480, 3.098], [2.339, 2.651, 0.966], [2.112, 0.487, -0.602], [1.827, 0.911, 3.199], [-2.518, 0.451, -2.744], [1.799, -1.958, 2.431], [-1.358, -1.068, -2.345], [2.679, 3.747, 3.733], [0.587, 1.110, 3.092], [1.090, 3.000, 2.996], [-4.488, -2.926, -1.166], [-5.138, -0.510, -1.995], [2.162, 3.072, 2.911], [-1.239, -2.235, -1.734], [-2.690, -0.340, -2.139], [2.381, 4.608, 1.407], [1.138, -1.544, -2.976], [3.933, 3.499, 1.471]], "atomic_forces_ev_per_a": [[-12.02, -8.53, 5.99], [0.84, 0.17, -0.02], [0.29, -1.32, -3.33], [-2.87, 1.67, 1.39], [3.36, -0.68, -2.70], [4.26, -4.28, 16.14], [-0.99, -0.71, 0.42], [-1.71, -5.47, 1.49], [3.30, -4.50, 0.54], [-0.15, -3.83, 1.56], [-0.20, 1.19, -0.03], [-1.29, 3.51, 0.12], [1.66, -2.43, -0.65], [-2.59, -1.90, -0.06], [3.42, -0.12, -5.05], [0.27, 2.62, -1.00], [-3.32, -1.68, 0.73], [-2.98, 0.76, 0.82], [-2.70, 1.47, -1.31], [-0.11, 0.08, -0.03], [0.27, 2.41, 0.20], [-0.83, 5.92, -14.19], [-1.05, -1.29, -1.57], [-1.19, 3.38, -1.24], [0.98, 2.85, -2.41], [-3.29, 8.34, 1.80], [-1.73, -0.79, -0.99], [4.75, -1.57, 0.84], [-0.06, 0.37, 0.09], [-0.30, -1.23, 0.66], [0.10, 2.87, 2.46], [1.92, 5.08, 3.70], [13.45, 1.45, -3.89], [4.99, -5.82, -1.41], [-0.20, -1.34, -0.15], [-0.60, 3.21, -0.07], [-3.69, 0.15, 1.16]], "mulliken_charge": [-0.172, 0.399, 0.230, -0.605, -0.652, -0.160, 0.313, -0.256, -0.705, 0.273, 0.352, 1.012, -0.215, -0.316, -0.738, 0.222, 0.633, -0.060, 0.273, 0.335, 0.087, -0.432, 0.675, 0.444, -0.065, 0.705, 0.200, -0.627, 0.383, 0.350, -1.142, -0.225, -0.341, -1.034, 0.373, 0.308, 0.177], "lumo_ev": 0.16, "de_lowest_kj_mol": 1281.23, "smiles": "CCOC(=O)CSc1nnc(COc2cccc(C)c2)o1", "multiplicity": 1, "total_charge": 0, "gap_ev": 8.7}